## i
Computed, not measured: a molecular structure, C13H7Cl5F6GeNO2Sc, with the ωB97M-V functional and the def2-TZVPD basis.

Last column: Mulliken charge in e.
Cartesian coordinates (Å):
Sc: 0.19274 0.51924 -0.77402  0.82
Cl: -3.57685 -2.65740 -1.11730  -0.15
C: -2.92806 -2.05092 0.35209  0.71
C: -3.53637 -2.39131 1.57696  -0.65
C: -3.06203 -1.87882 2.74844  0.61
Cl: -3.81996 -2.30457 4.23486  -0.22
C: -1.95376 -0.98677 2.75698  -0.39
C: -1.40539 -0.39712 3.91165  -0.58
C: -0.34010 0.45943 3.80128  -1.04
C: 0.18324 0.73481 2.53489  -0.19
N: -0.30293 0.20112 1.42752  0.17
C: -1.36237 -0.66108 1.52045  0.88
C: -1.84172 -1.21291 0.30181  -0.02
O: -1.25648 -0.84288 -0.84428  -0.86
H: -4.38597 -3.05894 1.57134  0.47
H: -1.83386 -0.62822 4.87718  0.47
H: 0.10119 0.92318 4.67079  0.42
H: 1.02665 1.40666 2.42472  0.51
Cl: -4.34863 0.96154 -0.47497  -0.20
Ge: -2.97402 0.79419 -2.09614  0.92
Cl: -3.74857 1.74663 -3.84174  -0.24
Cl: -1.32555 2.33781 -1.42399  -0.24
C: 3.49210 0.42756 -3.43695  -1.74
C: 2.68825 0.55684 -2.15227  0.98
O: 1.33928 0.30581 -2.32773  -0.69
C: 3.18159 -0.45862 -1.09353  0.69
F: 2.20560 -0.51906 -0.07882  -0.28
F: 4.31471 -0.14929 -0.49125  -0.24
F: 3.26174 -1.67862 -1.58286  -0.25
C: 2.78823 1.99460 -1.60149  0.76
F: 1.93485 2.07372 -0.46234  -0.22
F: 2.29651 2.87188 -2.45323  -0.25
F: 3.97565 2.38346 -1.19895  -0.23
H: 3.33672 -0.56857 -3.84311  0.42
H: 4.55604 0.58753 -3.26164  0.42
H: 3.12754 1.15907 -4.15433  0.43

Its charge is +1. Its LUMO energy (spin up / spin down) is -3.95 / -6.04 eV. The calculation puts the orbital gap (spin up / spin down) at 7.63 / 5.62 eV. As for the multiplicity: 2.

***

## ii
Computed, not measured: a molecular structure, C13H7Cl5F6GeNO2Sc, with the ωB97M-V functional and the def2-TZVPD basis.

Last column: Mulliken charge in e.
Cartesian coordinates (Å):
Sc: -1.41346 -0.94499 -0.27703  0.60
Cl: -0.22320 -1.25838 4.50545  -0.10
C: 0.89206 -1.40889 3.25137  0.28
C: 2.24943 -1.51288 3.49155  -0.73
C: 3.14516 -1.63689 2.43710  0.82
Cl: 4.79539 -1.76150 2.78596  -0.15
C: 2.71319 -1.66170 1.05608  0.09
C: 3.55972 -1.78775 -0.05717  -0.72
C: 3.00977 -1.79767 -1.31576  -0.91
C: 1.62407 -1.67625 -1.46271  -0.17
N: 0.81554 -1.56283 -0.41923  0.14
C: 1.35668 -1.55474 0.81113  0.46
C: 0.39146 -1.42591 1.90016  0.54
O: -0.82210 -1.32181 1.61348  -0.68
H: 2.62027 -1.49751 4.50711  0.49
H: 4.62890 -1.87666 0.08052  0.46
H: 3.63079 -1.89370 -2.19464  0.44
H: 1.15291 -1.67224 -2.43712  0.45
Cl: -3.70045 -1.71868 0.07395  -0.32
Ge: -4.04440 -0.77949 -2.23539  0.45
Cl: -1.67685 -1.71339 -2.56071  -0.38
Cl: -5.05953 -2.56712 -3.00324  -0.34
C: -2.23079 3.07360 0.30688  -1.78
C: -1.57611 2.12448 -0.68692  1.50
O: -2.02266 0.82488 -0.49776  -0.10
C: -1.89508 2.57331 -2.13284  0.42
F: -1.49541 1.68326 -3.04559  -0.22
F: -1.29540 3.74384 -2.40000  -0.26
F: -3.21166 2.74189 -2.28474  -0.24
C: -0.04598 2.12344 -0.44817  0.41
F: 0.62122 1.39470 -1.36371  -0.24
F: 0.21425 1.52256 0.74841  -0.22
F: 0.48595 3.33632 -0.40824  -0.25
H: -3.30382 3.08588 0.13644  0.43
H: -1.84627 4.08693 0.20766  0.42
H: -2.04359 2.71588 1.31770  0.41

Its charge is +1. Its LUMO energy (spin up / spin down) is -4.87 / -6.81 eV. The calculation puts the orbital gap (spin up / spin down) at 7.66 / 5.73 eV. As for the multiplicity: 2.

***

ii (45.1 kJ/mol below the next structure)

***

## i
Computed, not measured: C3H6ClOPS in the gas phase, with the ωB97M-V functional and the def2-TZVPD basis.

Last column: Mulliken charge in e.
Cartesian coordinates (Å):
C: -0.59355 0.17774 -0.63616  0.08
C: 0.06911 -0.51398 0.32318  -0.35
C: -2.06136 0.06396 -0.98451  -0.94
O: 1.83901 -0.01177 2.35912  -0.59
P: 1.80990 -0.24501 0.39990  0.62
S: 2.72362 -1.62983 -0.64649  -0.32
Cl: 2.21297 1.66507 -0.06718  -0.19
H: 0.09151 0.94891 -1.01298  0.22
H: -0.36539 -1.43529 0.81922  0.32
H: -2.11374 -0.64136 -1.86109  0.28
H: -2.36907 1.09188 -1.19666  0.28
H: -2.49227 -0.22485 0.04317  0.27
H: 1.24926 0.75453 2.46049  0.31

Its LUMO energy is -0.02 eV. The calculation puts the orbital gap at 9.27 eV.

***

## ii
Computed, not measured: C3H6ClOPS in the gas phase, with the ωB97M-V functional and the def2-TZVPD basis.

Last column: Mulliken charge in e.
Cartesian coordinates (Å):
C: -0.24181 0.61715 -1.07030  -0.56
C: -0.84141 0.65863 0.23019  -0.01
C: -1.27200 -0.52994 0.86685  -0.56
O: 2.61350 0.18221 -1.50726  -0.57
P: 1.64621 -0.14179 -0.43904  0.82
S: 1.57265 -2.02817 0.22924  -0.38
Cl: 2.17931 1.01189 1.15316  -0.23
H: -0.48389 -0.12518 -1.91349  0.34
H: -0.30970 1.63825 -1.41098  0.31
H: -0.74000 1.62053 0.86175  0.31
H: -2.00712 -1.21735 0.20099  0.28
H: -1.70737 -0.36705 1.89463  0.28
H: -0.40836 -1.31919 0.90425  -0.03

Its LUMO energy (spin up / spin down) is -1.96 / -1.96 eV. The calculation puts the orbital gap (spin up / spin down) at 7.04 / 7.04 eV.

***

i (46.0 kJ/mol below the next structure)